# 1
C4H6N2O | ωB97M-V with the def2-TZVPD basis set

XYZ file:
```
13
Properties=species:S:1:pos:R:3:lowdin_charge:R:1
O 2.195 -0.811 -0.581 -0.02
N 2.012 0.377 -0.520 -0.01
N -1.529 -2.161 -0.104 0.05
C 0.369 2.213 -0.167 -0.06
C -0.165 -0.202 0.269 0.02
C -0.774 -1.270 0.662 -0.20
C 0.666 0.755 -0.104 -0.31
H -1.218 -2.236 -1.065 0.09
H 0.263 2.622 0.842 0.08
H -0.560 2.390 -0.712 0.08
H -0.863 -1.364 1.742 0.12
H 1.195 2.720 -0.671 0.07
H -1.605 -3.072 0.323 0.08
```

- energy above the lowest of the compared OMol25 structures with the same formula, charge and spin (kcal per mole) = 107.4
- strongest force on any atom (hartree/bohr) = 0.03260
- SMILES = CC(=C=CN)N=O
- DFT total energy (eV) = -9268.8442

# 2
C4H6N2O | ωB97M-V with the def2-TZVPD basis set

XYZ file:
```
13
Properties=species:S:1:pos:R:3:lowdin_charge:R:1
O 2.275 -0.101 1.505 0.07
N 0.027 -0.127 0.832 0.15
N 0.149 0.121 -1.375 0.09
C 1.433 0.061 -0.845 -0.10
C -2.147 0.146 -0.364 -0.02
C -0.660 -0.007 -0.366 -0.41
C 1.362 -0.074 0.506 -0.38
H -2.583 -0.295 -1.261 0.08
H -2.591 -0.317 0.524 0.07
H -2.412 1.210 -0.341 0.08
H -0.315 -0.757 1.543 0.16
H 3.145 0.034 1.110 0.11
H 2.318 0.107 -1.467 0.10
```

- energy above the lowest of the compared OMol25 structures with the same formula, charge and spin (kcal per mole) = 17.3
- strongest force on any atom (hartree/bohr) = 0.01055
- SMILES = Cc1ncc(O)[nH]1
- DFT total energy (eV) = -9272.7524

# 3
C4H6N2O | ωB97M-V with the def2-TZVPD basis set

XYZ file:
```
13
Properties=species:S:1:pos:R:3:lowdin_charge:R:1
O 1.297 -2.068 -0.016 0.13
N -2.528 -0.471 0.074 0.07
N -0.216 -0.408 -0.399 -0.06
C 0.070 1.001 -0.090 -0.13
C 1.571 0.571 0.075 -0.04
C 1.029 -0.918 0.023 -0.39
C -1.372 -1.020 -0.043 -0.30
H 2.083 0.888 -0.764 0.08
H 0.022 1.739 -0.923 0.12
H -2.561 0.636 0.073 0.08
H -1.217 -2.166 0.027 0.16
H -0.360 1.324 1.066 0.19
H 2.182 0.891 0.895 0.10
```

- energy above the lowest of the compared OMol25 structures with the same formula, charge and spin (kcal per mole) = 59.5
- strongest force on any atom (hartree/bohr) = 0.07400
- SMILES = [H]/N=C\N1CCC1=O
- DFT total energy (eV) = -9270.9227

# 4
C4H6N2O | ωB97M-V with the def2-TZVPD basis set

XYZ file:
```
13
Properties=species:S:1:pos:R:3:lowdin_charge:R:1
O -0.339 0.253 -1.094 -0.14
N 2.463 -0.855 0.650 0.16
N -1.493 -0.978 1.772 0.17
C 0.351 0.028 0.108 -0.38
C -0.655 -0.524 1.117 -0.16
C -1.453 1.125 -0.824 -0.10
C 1.400 -0.947 0.010 -0.23
H -2.512 0.684 -0.711 0.12
H 0.816 1.016 0.470 0.18
H -1.445 1.873 -1.610 0.08
H 3.116 -1.558 0.486 0.04
H 1.015 -1.804 -0.582 0.15
H -1.265 1.688 0.207 0.12
```

- energy above the lowest of the compared OMol25 structures with the same formula, charge and spin (kcal per mole) = 68.7
- strongest force on any atom (hartree/bohr) = 0.06974
- SMILES = [H]/N=C/[C@H](C#N)OC
- DFT total energy (eV) = -9270.5239

# 5
C4H6N2O | ωB97M-V with the def2-TZVPD basis set

XYZ file:
```
13
Properties=species:S:1:pos:R:3:lowdin_charge:R:1
O -0.655 1.210 -0.550 -0.07
N 1.498 0.663 -1.129 0.12
N -0.251 -3.121 1.457 0.14
C -0.291 -1.974 1.318 -0.22
C 0.575 1.518 -0.996 -0.31
C -0.887 -0.169 -0.269 -0.19
C -0.328 -0.525 1.114 -0.15
H 0.627 2.589 -1.208 0.14
H -1.971 -0.294 -0.297 0.13
H -0.420 -0.786 -1.040 0.12
H 2.340 1.096 -1.495 0.06
H 0.694 -0.144 1.193 0.11
H -0.931 -0.064 1.903 0.13
```

- energy above the lowest of the compared OMol25 structures with the same formula, charge and spin (kcal per mole) = 30.1
- strongest force on any atom (hartree/bohr) = 0.02174
- SMILES = [H]/N=C/OCCC#N
- DFT total energy (eV) = -9272.1969

# 6
C4H6N2O | ωB97M-V with the def2-TZVPD basis set

XYZ file:
```
13
Properties=species:S:1:pos:R:3:lowdin_charge:R:1
O -0.625 -0.084 -2.256 0.07
N -1.488 -0.236 1.499 0.08
N 0.590 -0.795 0.751 -0.02
C 0.251 0.318 -1.340 -0.38
C 1.264 -0.154 -0.356 -0.23
C -0.752 -0.714 0.495 -0.20
C 0.910 1.269 -0.759 0.07
H 1.246 2.289 -0.774 0.09
H 2.242 -0.572 -0.614 0.12
H -1.078 -0.838 -1.826 0.10
H -2.458 -0.071 1.282 0.08
H -1.088 0.370 2.209 0.10
H 0.985 -0.782 1.689 0.12
```

- energy above the lowest of the compared OMol25 structures with the same formula, charge and spin (kcal per mole) = 116.1
- strongest force on any atom (hartree/bohr) = 0.01532
- DFT total energy (eV) = -9268.4682

# 7
C4H6N2O | ωB97M-V with the def2-TZVPD basis set

XYZ file:
```
13
Properties=species:S:1:pos:R:3:lowdin_charge:R:1
O 2.657 0.310 0.424 0.05
N 0.894 -1.179 -0.002 0.07
N -2.161 0.651 -0.524 0.07
C -0.870 0.154 -0.260 -0.35
C -0.462 -1.155 -0.296 -0.09
C 0.276 0.960 0.033 0.01
C 1.333 0.097 0.173 -0.40
H -2.348 1.507 -0.019 0.08
H 0.314 2.039 0.109 0.11
H 2.745 0.650 1.323 0.11
H 1.521 -1.945 -0.185 0.15
H -1.016 -2.066 -0.467 0.11
H -2.884 -0.023 -0.309 0.08
```

- energy above the lowest of the compared OMol25 structures with the same formula, charge and spin (kcal per mole) = 23.1
- strongest force on any atom (hartree/bohr) = 0.00635
- SMILES = Nc1c[nH]c(O)c1
- DFT total energy (eV) = -9272.5001

# 8
C4H6N2O | ωB97M-V with the def2-TZVPD basis set

XYZ file:
```
13
Properties=species:S:1:pos:R:3:lowdin_charge:R:1
O 2.559 0.293 -0.759 0.08
N 1.033 0.402 0.988 0.09
N -0.074 -0.386 1.296 -0.05
C -0.626 -0.743 0.077 -0.35
C -1.746 0.190 -0.170 -0.04
C 1.392 -0.055 -0.205 -0.45
C 0.406 -0.841 -0.834 0.02
H -0.683 0.033 1.996 0.14
H 0.363 -1.162 -1.868 0.12
H 3.021 0.786 -0.067 0.11
H -2.155 0.251 -1.199 0.08
H -2.565 0.103 0.551 0.07
H -0.925 1.130 0.193 0.17
```

- energy above the lowest of the compared OMol25 structures with the same formula, charge and spin (kcal per mole) = 89.4
- strongest force on any atom (hartree/bohr) = 0.07375
- SMILES = Cc1cc(O)n[nH]1
- DFT total energy (eV) = -9269.6259

# 9
C4H6N2O | ωB97M-V with the def2-TZVPD basis set

XYZ file:
```
13
Properties=species:S:1:pos:R:3:lowdin_charge:R:1
O -1.071 -0.898 0.185 -0.09
N 2.135 1.688 -0.793 0.15
N -2.353 0.662 -0.797 0.13
C 1.216 -0.313 0.564 -0.17
C 1.572 0.822 -0.276 -0.25
C 0.265 -1.304 -0.098 -0.18
C -1.428 0.426 0.021 -0.32
H 0.441 -2.329 0.269 0.13
H 2.190 -0.728 0.813 0.13
H -2.526 1.658 -0.698 0.05
H 0.808 0.086 1.500 0.13
H -1.027 1.310 0.592 0.14
H 0.435 -1.352 -1.186 0.13
```

- energy above the lowest of the compared OMol25 structures with the same formula, charge and spin (kcal per mole) = 51.8
- strongest force on any atom (hartree/bohr) = 0.03151
- SMILES = [H]/N=C/OCCC#N
- DFT total energy (eV) = -9271.2566

# 10
C4H6N2O | ωB97M-V with the def2-TZVPD basis set

XYZ file:
```
13
Properties=species:S:1:pos:R:3:lowdin_charge:R:1
O 1.332 1.530 0.494 0.00
N -0.955 1.174 0.438 0.04
N 1.436 -1.455 0.296 0.11
C -1.543 0.410 -0.500 -0.12
C 0.331 -0.633 0.180 -0.31
C -0.783 -0.737 -0.690 -0.04
C 0.287 0.637 0.775 -0.34
H -1.273 2.060 0.798 0.15
H -2.429 0.767 -1.004 0.11
H 1.284 1.520 -0.487 0.11
H -0.955 -1.489 -1.450 0.10
H 1.353 -2.406 -0.033 0.09
H 1.915 -1.379 1.183 0.10
```

- energy above the lowest of the compared OMol25 structures with the same formula, charge and spin (kcal per mole) = 53.8
- strongest force on any atom (hartree/bohr) = 0.01849
- SMILES = Nc1cc[nH]c1O
- DFT total energy (eV) = -9271.1691

# 11
C4H6N2O | ωB97M-V with the def2-TZVPD basis set

XYZ file:
```
13
Properties=species:S:1:pos:R:3:lowdin_charge:R:1
O -1.965 -0.540 -1.804 0.07
N 1.362 -0.306 1.820 0.07
N -0.516 1.044 -0.924 0.07
C -0.968 -0.233 -0.935 -0.40
C -0.298 -0.972 0.009 0.01
C 0.457 1.165 0.061 -0.09
C 0.590 -0.055 0.666 -0.36
H -0.942 1.797 -1.439 0.15
H -0.421 -2.030 0.205 0.10
H -2.200 -1.466 -1.669 0.11
H 2.066 -1.023 1.703 0.08
H 1.040 2.066 0.174 0.11
H 1.795 0.553 2.133 0.07
```

- energy above the lowest of the compared OMol25 structures with the same formula, charge and spin (kcal per mole) = 22.8
- strongest force on any atom (hartree/bohr) = 0.00587
- SMILES = Nc1c[nH]c(O)c1
- DFT total energy (eV) = -9272.5148

# 12
C4H6N2O | ωB97M-V with the def2-TZVPD basis set

XYZ file:
```
13
Properties=species:S:1:pos:R:3:lowdin_charge:R:1
O -1.295 1.404 1.217 0.07
N -1.270 -0.720 0.376 0.12
N -0.162 -1.314 -0.633 -0.04
C -0.661 0.362 0.647 -0.45
C 0.582 0.707 -0.156 -0.15
C 0.179 -2.518 -0.364 -0.05
C 0.810 1.956 -0.642 0.03
H -0.432 -3.169 0.273 0.07
H 1.488 0.120 -0.020 0.09
H -2.164 1.086 1.509 0.12
H 1.080 -2.987 -0.773 0.07
H 0.035 2.712 -0.699 0.05
H 1.809 2.360 -0.735 0.05
```

- energy above the lowest of the compared OMol25 structures with the same formula, charge and spin (kcal per mole) = 103.1
- strongest force on any atom (hartree/bohr) = 0.07656
- SMILES = C=C/C(O)=N\N=C
- DFT total energy (eV) = -9269.0292

# 13
C4H6N2O | ωB97M-V with the def2-TZVPD basis set

XYZ file:
```
13
Properties=species:S:1:pos:R:3:lowdin_charge:R:1
O 1.803 -0.360 0.720 0.00
N -0.191 0.341 -0.211 0.06
N -1.474 -0.907 1.155 -0.05
C 0.515 -0.361 0.648 -0.41
C -0.296 -1.302 1.589 0.07
C 2.501 0.527 -0.180 -0.02
C -1.480 -0.074 -0.077 -0.01
H 2.219 1.559 0.032 0.10
H -3.269 0.547 -1.717 -0.05
H -3.783 0.727 -2.229 0.01
H 3.558 0.356 0.012 0.10
H -2.338 -1.333 1.468 0.11
H 2.234 0.280 -1.209 0.10
```

- energy above the lowest of the compared OMol25 structures with the same formula, charge and spin (kcal per mole) = 156.0
- strongest force on any atom (hartree/bohr) = 0.01126
- DFT total energy (eV) = -9266.7364

# 14
C4H6N2O | ωB97M-V with the def2-TZVPD basis set

XYZ file:
```
13
Properties=species:S:1:pos:R:3:lowdin_charge:R:1
O 0.099 1.702 1.512 0.07
N -0.178 -0.457 0.662 0.00
N 1.459 -0.663 -0.843 -0.02
C 0.482 0.720 0.659 -0.39
C 0.510 -1.414 -0.274 -0.17
C -1.340 -0.868 -0.807 0.06
C 1.480 0.570 -0.276 -0.11
H -0.750 -0.775 1.432 0.16
H 2.231 1.306 -0.534 0.11
H -2.115 -0.206 -0.385 0.07
H -1.656 -1.895 -0.851 0.04
H -0.940 -0.459 -1.722 0.07
H 0.716 2.438 1.427 0.11
```

- energy above the lowest of the compared OMol25 structures with the same formula, charge and spin (kcal per mole) = 128.8
- strongest force on any atom (hartree/bohr) = 0.01376
- DFT total energy (eV) = -9267.9179

# 15
C4H6N2O | ωB97M-V with the def2-TZVPD basis set

XYZ file:
```
13
Properties=species:S:1:pos:R:3:lowdin_charge:R:1
O 1.603 -0.439 0.518 -0.04
N -0.337 0.563 -0.266 0.07
N -1.740 -0.857 0.790 -0.06
C -0.567 -1.296 1.233 0.06
C 0.296 -0.346 0.428 -0.42
C -1.641 0.435 0.148 -0.15
C 2.354 0.487 -0.272 -0.05
H -2.433 -0.045 -1.489 0.16
H 3.401 0.265 -0.068 0.09
H 2.106 1.512 0.017 0.09
H 2.128 0.352 -1.333 0.09
H -2.556 0.531 -0.909 0.04
H -2.613 -1.162 1.203 0.12
```

- energy above the lowest of the compared OMol25 structures with the same formula, charge and spin (kcal per mole) = 161.3
- strongest force on any atom (hartree/bohr) = 0.01065
- DFT total energy (eV) = -9266.5056

# 16
C4H6N2O | ωB97M-V with the def2-TZVPD basis set

XYZ file:
```
13
Properties=species:S:1:pos:R:3:lowdin_charge:R:1
O 1.677 -1.252 -1.125 0.03
N -1.296 0.663 -0.685 0.13
N -0.203 -1.035 0.417 0.08
C -0.312 0.280 -1.401 -0.07
C -0.929 0.171 0.613 -0.43
C -0.801 0.975 1.666 0.06
C 0.726 -0.434 -0.554 -0.42
H -1.178 1.987 1.629 0.06
H 1.362 -1.575 -1.975 0.10
H 0.280 -1.325 1.263 0.13
H 1.229 0.388 0.002 0.16
H -0.241 0.655 2.540 0.06
H -0.205 0.528 -2.455 0.12
```

- energy above the lowest of the compared OMol25 structures with the same formula, charge and spin (kcal per mole) = 58.2
- strongest force on any atom (hartree/bohr) = 0.01144
- SMILES = C=C1N=C[C@H](O)N1
- DFT total energy (eV) = -9270.9796

# 17
C4H6N2O | ωB97M-V with the def2-TZVPD basis set

XYZ file:
```
13
Properties=species:S:1:pos:R:3:lowdin_charge:R:1
O 0.604 2.410 0.617 -0.03
N 0.300 -0.659 0.900 0.05
N 0.142 0.687 -0.893 0.16
C 1.193 0.237 1.272 0.04
C -1.333 -1.307 -0.936 -0.01
C -0.303 -0.383 -0.385 -0.37
C 1.106 1.204 0.086 -0.45
H -1.590 -1.002 -1.951 0.09
H 2.071 1.353 -0.422 0.14
H -2.238 -1.279 -0.318 0.09
H -0.008 -1.420 1.493 0.13
H 1.022 2.499 1.485 0.08
H -0.965 -2.339 -0.948 0.08
```

- energy above the lowest of the compared OMol25 structures with the same formula, charge and spin (kcal per mole) = 63.1
- strongest force on any atom (hartree/bohr) = 0.01037
- DFT total energy (eV) = -9270.7643

# 18
C4H6N2O | ωB97M-V with the def2-TZVPD basis set

XYZ file:
```
13
Properties=species:S:1:pos:R:3:lowdin_charge:R:1
O -0.920 1.070 -1.096 0.05
N 1.165 1.363 -1.829 0.09
N -0.869 -0.469 0.716 -0.08
C -0.056 1.660 -1.917 -0.30
C 1.091 0.342 -0.752 -0.06
C -0.086 -1.203 1.662 -0.15
C -0.259 0.132 -0.367 -0.34
H -0.858 -1.842 2.284 0.11
H 0.477 -0.536 2.342 0.07
H 0.866 -1.796 1.037 0.14
H -0.585 2.475 -2.515 0.16
H 1.954 -0.352 -0.355 0.12
H -1.919 -0.844 0.790 0.19
```

- energy above the lowest of the compared OMol25 structures with the same formula, charge and spin (kcal per mole) = 70.7
- strongest force on any atom (hartree/bohr) = 0.07707
- SMILES = CNc1cnco1
- DFT total energy (eV) = -9270.4343

# 19
C4H6N2O | ωB97M-V with the def2-TZVPD basis set

XYZ file:
```
13
Properties=species:S:1:pos:R:3:lowdin_charge:R:1
O -0.739 -0.831 -1.323 -0.01
N -2.177 -1.426 0.345 0.13
N 0.359 0.000 -1.515 0.10
C 0.851 0.192 -0.320 -0.37
C 1.664 1.418 -0.078 -0.03
C -0.898 -1.033 -0.004 -0.39
C 0.185 -0.577 0.682 0.02
H -2.564 -0.805 1.048 0.10
H 1.731 1.976 -1.014 0.08
H 2.651 1.245 0.348 0.08
H 0.482 -0.721 1.711 0.11
H 1.084 2.028 0.628 0.09
H -2.741 -1.353 -0.496 0.10
```

- energy above the lowest of the compared OMol25 structures with the same formula, charge and spin (kcal per mole) = 52.1
- strongest force on any atom (hartree/bohr) = 0.00996
- SMILES = Cc1cc(N)on1
- DFT total energy (eV) = -9271.2439

# 20
C4H6N2O | ωB97M-V with the def2-TZVPD basis set

XYZ file:
```
13
Properties=species:S:1:pos:R:3:lowdin_charge:R:1
O -2.581 0.445 0.833 0.06
N 0.167 -1.454 -1.123 0.17
N -0.475 -0.079 1.565 0.12
C 2.124 0.116 -0.284 -0.04
C -1.265 0.156 0.600 -0.53
C -0.710 0.030 -0.764 -0.04
C 0.950 -0.562 -0.769 -0.28
H 2.990 -0.539 -0.274 0.09
H -1.364 0.076 -1.688 0.10
H 1.866 0.463 0.717 0.08
H 2.385 0.964 -0.911 0.09
H -3.006 0.497 -0.029 0.09
H -0.976 -0.291 2.436 0.07
```

- energy above the lowest of the compared OMol25 structures with the same formula, charge and spin (kcal per mole) = 90.7
- strongest force on any atom (hartree/bohr) = 0.10713
- SMILES = [H]/N=C(\O)[C@@H]1N=C1C
- DFT total energy (eV) = -9269.5694